[1]
The following is a DFT calculation (wB97M-V/def2-TZVPD) of a molecular structure, C20H72F6FeN36O24S2 at a distorted geometry.

Properties
2S+1 ... 5
⟨S²⟩ ... 6.01
E_tot ... -7242.0308 Ha

Geometry as XYZ:
```
161
Properties=species:S:1:pos:R:3:lowdin_spin:R:1
Fe 22.17 -10.24 -24.09 3.78
S 23.59 -9.62 -21.09 0.01
S 22.88 -7.31 -25.80 0.00
F 25.24 -6.09 -26.70 0.00
F 25.79 -8.66 -20.03 0.00
F 24.85 -8.10 -27.41 0.00
F 25.56 -7.75 -25.40 0.00
F 24.80 -7.17 -21.28 0.00
F 25.99 -8.98 -22.19 0.00
O 28.72 -6.75 -23.65 0.00
O 21.37 -11.82 -22.86 0.02
O 23.82 -11.53 -24.40 0.03
O 25.92 -10.15 -17.60 0.00
O 21.02 -11.37 -17.83 0.00
O 22.55 -6.12 -25.02 0.00
O 23.63 -2.56 -21.41 0.00
O 26.23 -14.46 -18.67 0.00
O 29.81 -12.36 -19.87 0.00
O 23.47 -5.80 -16.84 0.00
O 23.00 -9.51 -22.45 0.03
O 27.10 -1.65 -20.66 0.00
O 22.78 -9.08 -20.03 0.00
O 20.32 -4.29 -21.32 0.00
O 22.26 -7.45 -27.17 0.00
O 24.15 -10.93 -20.78 0.00
O 20.63 -13.42 -25.23 0.00
O 22.78 -8.54 -25.04 0.03
O 20.36 -9.15 -23.61 0.03
O 29.51 -4.97 -21.29 0.00
O 21.48 -10.74 -26.09 0.03
O 29.86 -7.41 -17.41 0.00
O 29.88 -11.40 -25.67 0.00
O 26.39 -2.85 -24.69 0.00
N 28.68 -9.20 -16.61 0.00
N 24.27 -13.48 -18.82 0.00
N 24.08 -4.53 -20.37 0.00
N 28.39 -12.68 -24.83 0.00
N 20.06 -11.52 -27.50 0.00
N 20.03 -5.18 -23.44 0.00
N 20.69 -12.21 -20.80 0.00
N 27.82 -7.92 -18.10 0.00
N 27.42 -1.78 -18.53 0.00
N 19.91 -9.43 -18.07 0.00
N 24.51 -15.10 -17.48 0.00
N 30.81 -7.40 -23.70 0.00
N 28.79 -7.04 -20.65 0.00
N 19.70 -8.25 -21.63 0.00
N 20.18 -15.55 -24.94 0.00
N 27.26 -3.54 -19.61 0.00
N 22.27 -6.75 -18.40 0.00
N 27.37 -3.80 -22.95 0.00
N 22.01 -14.92 -24.09 0.00
N 29.20 -11.17 -23.55 0.00
N 30.46 -5.94 -19.67 0.00
N 24.21 -7.52 -17.93 0.00
N 18.50 -7.88 -23.16 0.00
N 21.93 -5.35 -22.53 0.00
N 29.38 -8.23 -25.14 0.00
N 27.71 -12.21 -19.99 0.00
N 23.92 -10.64 -16.82 0.00
N 25.59 -10.79 -15.64 0.00
N 27.35 -4.80 -24.82 0.00
N 28.80 -10.36 -19.61 0.00
N 21.48 -9.92 -28.12 0.00
N 23.08 -2.90 -19.27 0.00
N 19.39 -12.79 -22.53 0.00
N 19.14 -10.79 -16.66 0.00
N 25.55 -12.42 -23.24 0.00
N 24.96 -13.36 -25.11 0.00
C 20.93 -14.52 -24.76 0.00
C 20.49 -12.25 -22.07 0.01
C 28.88 -8.12 -17.34 0.00
C 24.80 -7.27 -26.35 0.00
C 23.32 -6.64 -17.65 0.00
C 29.58 -7.47 -24.16 0.00
C 20.74 -4.88 -22.31 0.00
C 21.01 -10.67 -27.15 0.01
C 25.22 -8.47 -21.17 0.00
C 29.59 -5.98 -20.61 0.00
C 24.73 -12.36 -24.23 0.00
C 28.82 -11.64 -19.87 0.00
C 27.21 -2.30 -19.68 0.00
C 25.13 -10.47 -16.78 0.00
C 23.63 -3.27 -20.46 0.00
C 29.22 -11.74 -24.75 0.00
C 26.96 -3.77 -24.18 0.00
C 19.59 -8.52 -22.84 0.00
C 20.11 -10.61 -17.47 0.00
C 25.08 -14.35 -18.30 0.00
H 27.28 -2.97 -22.38 0.00
H 19.87 -11.73 -28.47 0.00
H 31.18 -5.24 -19.69 0.00
H 29.60 -9.80 -19.38 0.00
H 29.16 -7.92 -20.31 0.00
H 27.15 -4.06 -18.75 0.00
H 19.02 -11.57 -16.03 0.00
H 22.81 -1.93 -19.22 0.00
H 26.89 -11.74 -19.64 0.00
H 20.98 -9.76 -28.98 0.00
H 19.19 -4.65 -23.63 0.00
H 24.06 -8.20 -18.66 0.00
H 27.81 -9.70 -16.69 0.00
H 27.86 -5.52 -24.33 0.00
H 22.30 -5.85 -23.33 0.00
H 25.55 -14.14 -24.88 0.00
H 28.00 -4.46 -22.53 0.00
H 27.20 -4.08 -20.46 0.00
H 27.32 -0.78 -18.60 0.00
H 22.68 -14.25 -23.74 0.00
H 28.47 -13.18 -25.70 0.00
H 19.37 -8.83 -17.47 0.00
H 20.62 -5.39 -24.23 0.00
H 25.09 -11.18 -14.85 0.00
H 27.12 -8.62 -18.31 0.00
H 24.43 -5.04 -21.17 0.00
H 24.97 -7.57 -17.27 0.00
H 23.42 -10.86 -15.97 0.00
H 21.46 -11.81 -20.28 0.00
H 27.86 -13.21 -20.00 0.00
H 20.77 -9.14 -18.51 0.00
H 23.71 -14.74 -16.98 0.00
H 27.93 -2.30 -17.82 0.00
H 29.43 -9.52 -16.01 0.00
H 17.92 -7.50 -22.42 0.00
H 20.29 -8.69 -20.93 0.00
H 24.44 -4.77 -19.45 0.00
H 23.35 -13.19 -18.53 0.00
H 28.22 -7.10 -21.48 0.00
H 30.56 -6.67 -18.97 0.00
H 28.41 -8.43 -25.37 0.00
H 28.38 -11.23 -22.97 0.00
H 28.00 -7.09 -18.65 0.00
H 25.15 -15.85 -17.26 0.00
H 19.00 -7.60 -21.30 0.00
H 22.02 -7.60 -18.88 0.00
H 24.66 -12.82 -19.48 0.00
H 27.31 -5.08 -25.79 0.00
H 22.03 -9.11 -27.87 0.00
H 19.83 -12.44 -20.32 0.00
H 22.79 -3.65 -18.66 0.00
H 18.18 -7.99 -24.11 0.00
H 28.16 -13.20 -24.00 0.00
H 18.30 -10.25 -16.85 0.00
H 19.23 -15.63 -25.28 0.00
H 25.30 -11.94 -22.39 0.00
H 31.56 -7.92 -24.14 0.00
H 27.86 -9.99 -19.59 0.00
H 18.53 -12.78 -22.02 0.00
H 19.77 -12.16 -26.77 0.00
H 26.21 -13.19 -23.20 0.00
H 30.93 -7.03 -22.77 0.00
H 21.55 -6.12 -18.08 0.00
H 22.59 -5.43 -21.77 0.00
H 20.50 -16.37 -24.44 0.00
H 30.00 -8.98 -24.89 0.00
H 26.58 -10.59 -15.65 0.00
H 24.35 -13.27 -25.91 0.00
H 30.09 -10.83 -23.19 0.00
H 19.34 -13.02 -23.52 0.00
H 21.81 -15.70 -23.48 0.00
H 23.44 -10.56 -17.71 0.00
```

[2]
The following is a DFT calculation (wB97M-V/def2-TZVPD) of C4H5NO in the gas phase.

Properties
Energy relative to the best compared isomer or geometry (same formula, charge and spin) ... 249.41 kJ/mol
E_tot ... -285.3196 Ha

Geometry as XYZ:
```
11
Properties=species:S:1:pos:R:3:lowdin_charge:R:1
O -0.18 1.38 2.28 0.00
N -0.93 0.25 -1.72 0.09
C -0.48 -0.91 -1.46 -0.26
C 0.69 0.84 1.38 -0.20
C 0.20 -1.20 -0.16 -0.10
C 0.45 -0.24 0.69 -0.01
H -0.56 -1.77 -2.14 0.10
H 0.45 -2.24 0.05 0.09
H 1.66 1.33 1.28 0.12
H -1.37 0.25 -2.64 0.04
H 0.09 2.30 2.44 0.10
```

[3]
The following is a DFT calculation (wB97M-V/def2-TZVPD) of C3H5N3O in the gas phase at a distorted geometry.

Properties
Energy relative to the best compared isomer or geometry (same formula, charge and spin) ... 471.56 kJ/mol
E_tot ... -356.6778 Ha

Geometry as XYZ:
```
12
Properties=species:S:1:pos:R:3:lowdin_charge:R:1
O -0.01 -0.93 0.11 -0.04
N 1.35 -0.95 -0.35 0.03
N 1.40 1.31 0.06 -0.02
N 0.08 1.43 -0.25 0.06
C 2.05 0.19 0.10 -0.15
C -0.59 0.29 -0.22 -0.40
C -2.02 0.08 0.01 -0.04
H 3.11 0.18 0.15 0.10
H -2.61 -0.77 -0.57 0.13
H -1.99 -0.10 1.16 0.13
H -2.59 1.02 -0.17 0.09
H 1.81 -1.75 -0.03 0.10
```

[4]
The following is a DFT calculation (wB97M-V/def2-TZVPD) of C2H3BrClN in the gas phase at a distorted geometry.

Properties
Energy relative to the best compared isomer or geometry (same formula, charge and spin) ... 52.60 kJ/mol
E_tot ... -3166.9061 Ha

Geometry as XYZ:
```
8
Properties=species:S:1:pos:R:3:lowdin_charge:R:1
Br -1.01 1.67 -1.05 0.64
Cl 1.16 -0.21 -1.95 0.65
N 0.70 0.29 0.72 -0.06
C -0.32 -0.78 0.44 -0.17
C 0.20 0.20 -0.63 -1.36
H 0.61 1.17 1.22 0.09
H -1.47 -0.61 0.66 0.12
H 0.13 -1.74 0.59 0.08
```